# 1
Below is one molecule with the formula C18H20N2O5S at a distorted geometry, with properties calculated with wB97M-V/def2-TZVPD.

The geometry in XYZ format:
```
46
Properties=species:S:1:pos:R:3:mulliken_charge:R:1
O -1.54 -1.57 -0.48 -0.662
C -1.11 -0.44 -0.64 0.687
C -1.90 0.61 -1.38 -1.031
S -2.63 1.74 -0.13 1.199
O -2.04 1.48 1.15 -0.592
O -2.49 3.08 -0.64 -0.722
C -4.42 1.32 -0.07 -1.144
C -4.55 -0.15 0.09 0.512
C -4.99 -0.94 -0.96 -0.303
C -5.04 -2.32 -0.82 -0.616
C -4.64 -2.91 0.36 -0.432
C -4.20 -2.12 1.41 -0.625
C -4.16 -0.75 1.28 -0.225
N 0.08 -0.04 -0.15 0.392
C 0.85 -0.96 0.66 -1.231
C 2.33 -0.90 0.28 -0.338
N 2.82 0.45 0.44 0.238
C 4.12 0.84 0.29 0.294
O 4.44 2.01 0.41 -0.728
C 5.15 -0.17 0.01 0.481
C 6.50 0.08 -0.07 -0.454
C 7.11 -1.15 -0.38 -0.473
C 6.09 -2.06 -0.49 -0.489
O 4.91 -1.47 -0.25 -0.248
C 1.82 1.48 0.63 -1.581
C 0.66 1.28 -0.34 -0.066
H -2.73 0.13 -1.90 0.413
H -1.31 1.22 -2.06 0.522
H -4.84 1.71 -0.99 0.413
H -4.79 1.88 0.78 0.439
H -5.30 -0.48 -1.89 0.412
H -5.38 -2.93 -1.65 0.389
H -4.66 -3.99 0.46 0.399
H -3.88 -2.58 2.33 0.399
H -3.79 -0.13 2.09 0.392
H 0.71 -0.73 1.72 0.260
H 0.45 -1.96 0.47 0.474
H 2.45 -1.23 -0.75 0.314
H 2.88 -1.58 0.93 0.518
H 6.97 1.02 0.09 0.539
H 8.15 -1.34 -0.52 0.453
H 6.08 -3.10 -0.71 0.463
H 1.44 1.46 1.66 0.195
H 2.30 2.44 0.46 0.490
H 1.04 1.37 -1.37 0.237
H -0.08 2.06 -0.16 0.437
```

Computed properties:
LUMO level (Ha): 0.022
HOMO-LUMO gap (eV): 9.635
F_max (eV Å⁻¹): 1.38
Structure (SMILES): O=C(CS(=O)(=O)Cc1ccccc1)N1CCN(C(=O)c2ccco2)CC1
Total charge: 0

---

# 2
Below is a 2-piece molecular cluster, C3H12N2O overall at a distorted geometry, with properties calculated with wB97M-V/def2-TZVPD.

The geometry in XYZ format:
```
18
Properties=species:S:1:pos:R:3:mulliken_charge:R:1
C -1.42 -0.88 0.82 -0.623
N -0.68 -1.74 -0.01 -0.324
O 0.47 -0.89 -0.89 -0.423
C 1.64 -1.67 -0.90 -0.568
H -0.70 0.09 1.06 0.398
H -1.69 -1.38 1.75 0.302
H -2.27 -0.38 0.34 0.213
H -1.21 -2.01 -0.83 0.288
H 1.45 -2.67 -1.29 0.255
H 2.08 -1.77 0.10 0.265
H 2.36 -1.17 -1.56 0.252
C -0.36 2.47 -0.01 -0.842
N 0.29 1.36 0.68 -0.524
H -0.85 3.13 0.72 0.327
H -1.13 2.06 -0.67 0.263
H 0.33 3.06 -0.62 0.315
H 1.03 1.69 1.30 0.205
H 0.68 0.69 0.00 0.220
```

Computed properties:
LUMO level (Ha): 0.040
HOMO-LUMO gap (eV): 9.759
F_max (eV Å⁻¹): 3.41
Structure (SMILES): CNOC.CN
Total charge: 0

---

# 3
Below is a 2-piece molecular cluster, C2H9N3O overall at a distorted geometry, with properties calculated with wB97M-V/def2-TZVPD.

The geometry in XYZ format:
```
15
Properties=species:S:1:pos:R:3:mulliken_charge:R:1
H 2.36 -0.16 -0.56 0.188
N 1.45 -0.68 -0.52 -0.762
C 0.56 0.23 -0.43 0.588
N 0.84 1.42 0.29 -0.621
N -0.55 0.24 -1.15 -0.194
C -1.25 -1.01 -1.65 -0.698
H 0.24 1.60 1.09 0.251
H 1.80 1.69 0.59 0.243
H -1.08 0.98 -0.80 0.259
H -1.04 -1.87 -0.97 0.256
H -2.40 -0.72 -1.60 0.282
H -0.67 -1.47 -2.61 0.239
O -0.35 0.16 2.83 -0.680
H -0.51 -0.74 2.54 0.319
H 0.60 0.32 2.95 0.330
```

Computed properties:
LUMO level (Ha): 0.026
HOMO-LUMO gap (eV): 8.866
F_max (eV Å⁻¹): 4.11
Structure (SMILES): [H]/N=C(\N)NC.O
Total charge: 0

---

# 4
Below is a 6-piece molecular cluster, CH7NO overall at a distorted geometry, with properties calculated with wB97M-V/def2-TZVPD.

The geometry in XYZ format:
```
10
Properties=species:S:1:pos:R:3:mulliken_spin:R:1
O -2.15 0.37 -0.78 0.001
H -1.63 0.46 0.05 0.001
C 0.93 -0.39 -0.23 0.299
N 0.55 0.79 -0.86 0.147
H -0.61 -1.46 2.48 -0.003
H 1.98 -0.40 1.33 0.011
H 0.07 -1.90 2.24 0.005
H -1.35 0.19 -1.38 -0.009
H 1.11 0.74 -2.33 0.611
H 1.11 1.59 -0.52 -0.062
```

Computed properties:
LUMO level (alpha / beta) (Ha): 0.183 / 0.169
⟨S²⟩: 0.764
HOMO-LUMO gap (alpha / beta) (eV): 7.080 / 7.239
F_max (eV Å⁻¹): 5.33
2S+1: 2
Total charge: -1

---

# 5
Below is C50H52BBr3N2O4PSeTa as an isolated structure, with properties calculated with wB97M-V/def2-TZVPD.

The geometry in XYZ format:
```
115
Properties=species:S:1:pos:R:3:mulliken_charge:R:1
Ta 0.50 0.03 0.08 0.816
Br 0.16 0.02 3.38 0.140
C 1.24 1.27 4.42 -0.859
Br 2.95 1.67 3.67 -0.017
H 1.38 0.79 5.38 0.583
H 0.66 2.18 4.51 0.494
C 3.34 2.61 -1.03 -1.195
C 4.21 2.09 0.08 0.353
C 5.05 2.99 0.73 -0.651
C 5.98 2.57 1.67 -0.935
C 6.13 1.22 1.95 -0.916
C 5.29 0.31 1.33 -1.141
C 4.31 0.73 0.43 1.212
P 3.14 -0.50 -0.23 1.171
C 3.73 -2.18 0.19 0.972
C 4.18 -3.00 -0.85 -1.372
C 4.53 -4.32 -0.63 -1.003
C 4.41 -4.85 0.65 -0.789
C 3.96 -4.05 1.69 -0.646
C 3.63 -2.71 1.49 0.406
C 3.17 -1.91 2.66 -1.056
C 3.23 -0.36 -2.02 0.219
C 4.45 -0.41 -2.69 0.136
C 4.49 -0.33 -4.07 -0.886
C 3.30 -0.20 -4.78 -0.870
C 2.09 -0.12 -4.12 -0.383
C 2.04 -0.18 -2.72 -0.054
C 0.73 0.07 -2.01 -1.770
H 3.22 3.69 -0.94 0.519
H 2.34 2.17 -1.03 -0.133
H 3.78 2.40 -2.00 0.358
H 4.98 4.04 0.48 0.516
H 6.62 3.30 2.15 0.432
H 6.89 0.88 2.64 0.489
H 5.42 -0.74 1.54 0.613
H 4.22 -2.62 -1.86 0.474
H 4.87 -4.93 -1.45 0.455
H 4.67 -5.88 0.84 0.461
H 3.86 -4.46 2.68 0.511
H 2.63 -2.54 3.37 0.492
H 2.49 -1.10 2.37 -0.622
H 4.00 -1.44 3.18 0.523
H 5.37 -0.52 -2.13 0.554
H 5.44 -0.37 -4.59 0.490
H 3.32 -0.15 -5.86 0.445
H 1.17 0.01 -4.68 0.558
H -0.03 -0.64 -2.35 0.985
H 0.37 1.07 -2.30 1.003
O 0.96 -2.76 -0.73 -0.234
B 0.77 -2.22 0.54 2.334
O 0.58 -3.18 1.49 -0.972
C 0.67 -4.39 0.80 1.076
C 0.59 -5.67 1.31 -1.283
C 0.73 -6.70 0.38 -0.620
C 0.93 -6.44 -0.97 -0.813
C 1.01 -5.14 -1.47 -1.109
C 0.88 -4.14 -0.54 0.328
H 0.44 -5.85 2.36 0.582
H 0.67 -7.72 0.72 0.456
H 1.02 -7.28 -1.66 0.463
H 1.18 -4.94 -2.52 0.586
C -5.78 -0.43 -3.93 -1.268
C -5.22 -1.14 -2.70 -0.305
C -3.70 -1.24 -2.70 -0.505
C -2.97 0.09 -2.46 -0.030
N -3.33 0.70 -1.19 1.375
C -2.96 0.26 0.02 -1.026
Se -1.76 -1.18 0.35 -0.715
N -3.52 1.02 0.97 1.492
C -3.47 0.84 2.42 -0.819
C -4.76 0.23 2.95 -0.860
C -4.97 -1.22 2.51 0.225
C -4.07 -2.21 3.25 -1.205
C -4.31 1.99 0.35 0.662
C -5.07 3.03 0.88 -1.110
C -5.70 3.85 -0.03 -0.941
C -5.56 3.66 -1.41 -0.957
C -4.80 2.64 -1.94 -0.926
C -4.18 1.79 -1.02 0.958
H -6.87 -0.45 -3.92 0.400
H -5.45 -0.92 -4.85 0.352
H -5.48 0.61 -3.98 0.193
H -5.62 -2.16 -2.66 0.520
H -5.57 -0.65 -1.79 0.062
H -3.35 -1.62 -3.67 0.613
H -3.36 -1.96 -1.95 0.130
H -3.21 0.82 -3.23 0.939
H -1.89 -0.05 -2.47 -1.291
H -3.26 1.82 2.86 0.474
H -2.61 0.20 2.63 -0.137
H -5.61 0.85 2.66 0.433
H -4.71 0.27 4.04 0.530
H -4.82 -1.31 1.43 -0.210
H -6.02 -1.49 2.68 0.425
H -3.01 -2.01 3.09 0.137
H -4.26 -3.23 2.92 0.371
H -4.26 -2.17 4.33 0.391
H -5.16 3.18 1.94 0.534
H -6.31 4.67 0.33 0.489
H -6.07 4.34 -2.09 0.471
H -4.70 2.51 -3.00 0.473
Br 2.39 6.86 2.10 -0.138
C 0.95 5.94 1.30 -0.389
C -0.16 6.65 0.83 -0.371
C -1.22 5.98 0.24 -0.986
C -1.19 4.61 0.10 -0.428
C -0.07 3.91 0.57 0.623
C 1.00 4.57 1.17 -0.320
C -0.01 2.47 0.42 0.785
O -0.87 1.76 -0.18 -0.498
O 1.01 1.80 0.90 -0.418
H -0.18 7.73 0.94 0.442
H -2.07 6.55 -0.11 0.481
H -2.01 4.07 -0.36 0.506
H 1.86 4.01 1.53 0.491
```

Computed properties:
LUMO level (Ha): -0.228
HOMO-LUMO gap (eV): 6.736
F_max (eV Å⁻¹): 0.54
Total charge: +2

---

# 6
Below is one molecule with the formula C5H6N2O at a distorted geometry, with properties calculated with wB97M-V/def2-TZVPD.

The geometry in XYZ format:
```
14
Properties=species:S:1:pos:R:3:mulliken_charge:R:1
C -0.81 -1.17 -0.89 -0.389
N -1.63 -1.29 0.06 -0.447
C -1.01 -0.64 1.28 -0.516
C 0.38 -0.03 0.76 0.322
O 0.74 1.44 0.80 -0.359
N 1.46 1.70 -0.54 -0.273
C 1.10 0.60 -1.32 -0.424
C 0.38 -0.30 -0.69 0.306
H -1.21 -1.76 -1.69 0.444
H -0.91 -1.55 2.15 0.236
H -1.97 0.01 1.93 0.261
H 1.13 -0.50 1.37 0.175
H 1.02 2.66 -0.84 0.307
H 1.31 0.83 -2.38 0.358
```

Computed properties:
LUMO level (Ha): 0.023
HOMO-LUMO gap (eV): 9.182
F_max (eV Å⁻¹): 4.24
Structure (SMILES): C1=NC[C@@H]2ONC=C12
Total charge: 0

---

# 7
Below is Cl3HN3O3PS2 as an isolated structure at a distorted geometry, with properties calculated with wB97M-V/def2-TZVPD.

The geometry in XYZ format:
```
13
Properties=species:S:1:pos:R:3:mulliken_charge:R:1
N -0.30 1.33 0.76 -0.083
N 1.69 0.57 -0.76 -0.325
N 0.77 -1.09 0.89 -0.184
O -0.50 -0.07 2.83 -0.463
O 2.86 -1.58 -0.49 -0.548
O -2.81 -0.42 -0.96 -0.369
P 0.55 1.83 -0.65 0.214
S 0.02 0.05 1.52 0.589
S 1.59 -0.91 -0.51 1.005
Cl 1.87 3.24 -0.15 -0.198
Cl -2.48 -0.71 0.68 0.126
Cl 0.57 -1.77 -1.93 -0.116
H -3.84 -0.45 -1.22 0.353
```

Computed properties:
LUMO level (Ha): -0.043
HOMO-LUMO gap (eV): 8.187
F_max (eV Å⁻¹): 4.09
Total charge: 0

---

| no. | total energy (Eh) |
| --- | --- |
| 1 | -1581.8007 |
| 2 | -306.1121 |
| 3 | -321.0497 |
| 4 | -172.0044 |
| 5 | -12893.4066 |
| 6 | -378.6805 |
| 7 | -2908.7139 |